89
Properties=species:S:1:pos:R:3 method="wB97M-V/def2-TZVPD" orbital_gap_ev=10.094 total_charge=0 smiles=OCCO.OCCO.OCCO.OCCO.OCCO.OCCO.OCCO.OCCO.CCO de_lowest_kj_mol=143.2 e_lumo_ha=0.001
O -0.73 -4.23 5.00
O 4.03 -2.88 -1.72
O -1.50 -3.59 -1.28
O 1.33 0.65 5.11
O 5.68 4.88 0.29
O 3.34 -0.63 -0.12
O -0.55 -1.41 0.09
O 0.18 -2.32 2.96
O -0.05 3.21 3.82
O -2.71 2.94 0.54
O 1.18 1.00 0.08
O 2.84 0.14 -4.21
O -0.67 -6.09 -0.21
O -3.81 5.64 -0.30
O -6.01 -1.08 -1.36
O 3.19 3.03 -3.75
O -5.02 -2.95 -3.23
C -2.18 -4.23 -0.22
C 0.28 0.59 -0.94
C -4.23 -1.84 -2.82
C 2.62 1.23 -5.16
C -1.10 -2.22 3.58
C 2.08 2.51 -4.49
C 0.39 1.95 3.35
C -5.24 -0.73 -2.49
C 1.67 1.43 3.95
C 3.21 -1.96 0.38
C -0.92 -0.10 -0.33
C 4.33 4.87 0.76
C -1.66 -3.51 4.15
C 4.21 -2.90 -0.31
C -4.51 4.37 -0.34
C -1.23 -5.03 0.61
C -3.45 3.32 -0.60
C 3.76 3.45 0.73
H 3.44 -1.89 1.45
H -3.58 -1.45 -3.61
H -1.66 -5.52 1.49
H -1.80 -1.92 2.79
H -2.71 -3.45 0.34
H 0.80 -0.13 -1.59
H 1.97 -0.11 -3.89
H -2.99 -4.88 -0.57
H 2.33 2.27 4.18
H -1.94 3.50 0.66
H -1.94 -4.23 3.38
H 1.68 3.27 -5.16
H 0.02 1.48 -1.52
H 3.61 1.42 -5.58
H -4.71 0.21 -2.33
H 4.26 2.67 1.31
H -0.39 -4.43 0.97
H -2.85 3.51 -1.49
H -0.42 3.72 3.11
H -1.25 0.49 0.52
H 2.10 0.76 3.20
H 3.69 5.44 0.09
H -0.24 -1.31 1.00
H 0.44 1.97 2.26
H -5.97 -0.49 -3.28
H -0.91 -2.89 -0.94
H -5.03 4.18 0.59
H -4.43 -3.72 -3.29
H 2.13 0.67 5.65
H 2.07 0.64 -0.08
H 0.09 -4.20 4.50
H -3.65 -2.10 -1.93
H 5.63 4.64 -0.64
H 5.21 -2.53 -0.05
H 4.23 -3.93 0.04
H 3.84 3.12 -0.32
H 0.82 -2.79 3.50
H -1.15 -1.43 4.33
H -5.23 4.34 -1.16
H -0.38 1.17 3.44
H 3.40 2.32 -3.13
H -0.43 -5.62 -1.01
H 4.38 5.27 1.77
H -6.36 -1.97 -1.49
H 2.21 -2.38 0.29
H -1.66 -0.13 -1.13
H 4.24 -0.31 -0.06
H 2.70 3.39 0.97
H -2.56 -3.26 4.70
H 4.36 -2.02 -1.99
H -3.59 5.80 -1.22
H -3.92 2.37 -0.91
H 1.29 2.31 -3.76
H 2.05 0.70 -5.92